1.
{"formula": "C3H6OS", "method": "ωB97M-V/def2-TZVPD", "largest_force_ev_per_a": 8.62, "spin_multiplicity": 1, "de_lowest_kcal_mol": 142.6, "charge": 0, "e_homo_ev": -8.82, "orbital_gap_ha": 0.306, "symbols": ["S", "H", "H", "H", "H", "O", "C", "H", "C", "C", "H"], "coordinates": [[-0.603, 0.487, -0.980], [1.865, 0.996, 0.279], [0.165, 0.078, 1.185], [0.382, 2.236, 0.007], [-2.488, -1.203, -0.339], [-0.884, -2.548, 1.211], [-1.396, -1.453, 0.518], [0.917, -1.175, 0.179], [0.868, 1.440, -0.715], [-0.107, -0.645, 0.403], [1.281, 1.788, -1.749]], "lowdin_charge": [0.704, 0.177, 0.055, 0.035, 0.206, -0.115, -0.189, 0.124, -0.518, -0.522, 0.043]}



2.
{"formula": "C3H6OS", "method": "ωB97M-V/def2-TZVPD", "largest_force_ev_per_a": 2.29, "spin_multiplicity": 1, "de_lowest_kcal_mol": 39.5, "charge": 0, "e_homo_ev": -8.21, "orbital_gap_ha": 0.335, "smiles": "C1COSC1", "symbols": ["H", "S", "C", "H", "H", "H", "C", "C", "H", "H", "O"], "coordinates": [[1.678, 1.504, -0.290], [-0.753, -0.935, 0.139], [0.879, 1.189, 0.414], [-1.287, 1.362, -0.291], [0.575, 2.092, 1.071], [0.888, 0.353, 2.484], [-0.353, 0.675, -0.450], [1.287, 0.082, 1.494], [2.362, 0.073, 1.815], [-0.169, 0.585, -1.523], [0.714, -1.159, 0.958]], "lowdin_charge": [0.100, 0.884, -0.196, 0.101, 0.120, 0.098, -0.507, -0.232, 0.122, 0.054, -0.544]}



3.
{"formula": "C3H6OS", "method": "ωB97M-V/def2-TZVPD", "largest_force_ev_per_a": 6.95, "spin_multiplicity": 1, "de_lowest_kcal_mol": 68.8, "charge": 0, "e_homo_ev": -8.96, "orbital_gap_ha": 0.362, "smiles": "SC[C@H]1CO1", "symbols": ["C", "H", "C", "H", "H", "O", "H", "C", "H", "S", "H"], "coordinates": [[-0.333, -0.904, 0.029], [0.707, 0.473, -1.411], [1.096, -0.295, -0.906], [1.602, -1.091, -1.575], [-1.608, -0.457, 1.716], [-1.566, -0.307, -0.494], [-0.400, -2.018, 0.152], [-1.164, -0.028, 0.779], [2.185, -1.099, 0.907], [2.329, 0.048, 0.290], [-0.765, 0.995, 0.941]], "lowdin_charge": [-0.230, 0.003, -0.485, 0.081, 0.130, -0.048, 0.139, -0.246, -0.152, 0.689, 0.122]}



4.
{"formula": "C3H6OS2", "method": "ωB97M-V/def2-TZVPD", "largest_force_ev_per_a": 5.14, "spin_multiplicity": 1, "de_lowest_kcal_mol": 67.5, "charge": 0, "e_homo_ev": -7.87, "orbital_gap_ha": 0.279, "symbols": ["H", "H", "C", "C", "H", "S", "C", "S", "H", "H", "H", "O"], "coordinates": [[-2.594, 0.506, -1.369], [0.772, 1.448, -0.907], [-0.846, 0.013, -0.441], [0.560, -0.182, -0.355], [-1.281, -0.605, 0.180], [0.901, -1.311, 2.890], [-1.519, 0.677, -1.392], [0.797, 0.444, 1.960], [0.815, -1.163, -0.126], [-1.190, 1.168, -2.353], [2.207, -1.624, 2.882], [1.378, 0.630, -0.970]], "lowdin_charge": [0.060, 0.153, -0.235, -0.426, 0.048, 0.172, 0.053, 0.187, 0.085, 0.093, -0.207, 0.019]}



5.
{"formula": "C3H6P2", "method": "ωB97M-V/def2-TZVPD", "largest_force_ev_per_a": 3.44, "spin_multiplicity": 1, "de_lowest_kcal_mol": 18.0, "charge": 0, "e_homo_ev": -8.32, "orbital_gap_ha": 0.309, "smiles": "CC1=P#P1C", "symbols": ["H", "C", "P", "H", "C", "H", "H", "C", "H", "H", "P"], "coordinates": [[-0.173, -1.536, -1.509], [-1.100, -1.043, -1.051], [-1.574, 0.757, 1.384], [-2.058, -1.472, -1.272], [0.022, 0.409, 1.010], [2.154, 0.062, 0.721], [1.295, 1.225, -0.440], [1.432, 0.885, 0.536], [-0.947, 0.092, -1.291], [1.724, 1.794, 1.061], [-0.775, -1.174, 0.851]], "lowdin_charge": [0.031, -0.389, 0.675, -0.010, -0.955, 0.078, 0.037, -0.132, 0.034, 0.059, 0.570]}



6.
{"formula": "C3H6S", "method": "ωB97M-V/def2-TZVPD", "largest_force_ev_per_a": 7.08, "spin_multiplicity": 3, "de_lowest_kcal_mol": 73.1, "charge": 0, "s_squared": 2.01, "e_homo_ev": [-3.88, -8.76], "orbital_gap_ha": [0.169, 0.182], "symbols": ["C", "H", "H", "H", "H", "S", "C", "C", "H", "H"], "coordinates": [[0.686, -0.072, 0.088], [0.714, -0.961, 0.785], [1.799, 0.517, -1.795], [-0.943, 1.518, -0.101], [-0.898, 0.869, 1.534], [-2.378, -0.201, 0.003], [-0.853, 0.661, 0.470], [1.641, -0.097, -0.838], [-2.184, -1.379, 0.563], [2.417, -0.855, -0.710]], "lowdin_charge": [-0.221, 0.077, 0.066, -0.005, 0.046, 0.778, -0.519, -0.115, -0.143, 0.037]}